[1]
ORCA calculation (ωB97M-V with the def2-TZVPD basis set) on 13 unconnected molecules or ions with the total composition C69H171N13O3.

Structure (XYZ):
```
256
C69H171N13O3 (ωB97M-V with the def2-TZVPD basis set)
C 4.111 0.453 -3.375
C 4.502 1.633 -4.272
N 3.702 1.786 -5.431
C 2.297 1.901 -5.109
C 1.993 3.130 -4.227
C 4.266 2.769 -6.352
C 3.465 2.850 -7.657
H 3.707 -0.367 -3.977
H 3.285 0.726 -2.707
H 4.964 0.122 -2.795
H 4.558 2.543 -3.646
H 5.547 1.430 -4.535
H 1.650 1.861 -5.987
H 1.996 1.025 -4.543
H 2.335 2.967 -3.200
H 2.451 4.049 -4.612
H 0.928 3.376 -4.127
H 5.269 2.456 -6.657
H 4.358 3.756 -5.854
H 2.520 3.381 -7.534
H 3.385 1.852 -8.083
H 4.018 3.483 -8.361
C -3.042 5.918 -0.471
C -4.169 5.293 -1.265
N -3.759 4.831 -2.553
C -4.936 4.468 -3.353
C -4.569 3.955 -4.711
C -2.709 3.827 -2.551
C -2.952 2.597 -1.674
H -2.733 6.877 -0.864
H -2.254 5.176 -0.321
H -3.412 6.071 0.552
H -4.694 4.547 -0.632
H -4.935 6.067 -1.405
H -5.554 3.718 -2.814
H -5.539 5.379 -3.379
H -4.090 2.972 -4.643
H -5.365 3.864 -5.442
H -3.767 4.608 -5.077
H -1.753 4.302 -2.292
H -2.526 3.480 -3.566
H -2.031 2.000 -1.671
H -3.707 1.939 -2.103
H -3.246 2.797 -0.643
C 3.544 -2.091 -1.176
C 3.932 -0.878 -0.315
N 4.501 -1.377 0.911
C 5.648 -2.243 0.808
C 6.927 -1.561 0.308
C 4.640 -0.313 1.880
C 5.010 -0.784 3.277
H 3.135 -2.855 -0.526
H 4.458 -2.369 -1.702
H 2.821 -1.788 -1.935
H 4.558 -0.151 -0.841
H 3.003 -0.362 -0.051
H 5.846 -2.674 1.788
H 5.413 -3.050 0.118
H 6.772 -1.025 -0.628
H 7.317 -0.851 1.044
H 7.714 -2.310 0.193
H 3.694 0.238 1.958
H 5.412 0.399 1.508
H 4.927 0.032 3.983
H 6.055 -1.099 3.320
H 4.322 -1.609 3.465
C -1.790 -1.814 -2.717
C -2.883 -0.878 -3.215
N -4.160 -1.534 -3.571
C -5.004 -0.620 -4.330
C -5.841 0.379 -3.494
C -4.847 -2.240 -2.509
C -5.914 -3.122 -3.144
H -0.817 -1.358 -2.897
H -1.909 -2.710 -3.322
H -1.865 -2.017 -1.649
H -3.130 -0.044 -2.525
H -2.561 -0.334 -4.110
H -5.590 -1.230 -5.020
H -4.383 0.029 -4.953
H -5.288 0.705 -2.619
H -6.802 -0.029 -3.169
H -6.060 1.223 -4.150
H -4.107 -2.814 -1.957
H -5.382 -1.576 -1.802
H -5.484 -3.728 -3.946
H -6.361 -3.827 -2.437
H -6.734 -2.555 -3.590
C -1.028 -3.562 1.784
C -1.392 -5.018 2.073
N -2.812 -5.261 1.929
C -3.148 -5.331 0.510
C -4.651 -5.254 0.232
C -3.144 -6.511 2.602
C -3.348 -6.324 4.102
H -0.033 -3.413 2.223
H -1.741 -2.872 2.234
H -0.919 -3.372 0.715
H -0.818 -5.635 1.355
H -1.100 -5.269 3.088
H -2.668 -4.499 -0.027
H -2.624 -6.177 0.009
H -5.023 -4.304 0.611
H -4.814 -5.327 -0.849
H -5.226 -6.077 0.656
H -2.341 -7.267 2.465
H -4.040 -6.959 2.174
H -2.461 -5.921 4.594
H -3.600 -7.256 4.610
H -4.179 -5.631 4.267
C 1.166 -4.564 -2.147
C 0.217 -5.323 -3.062
N -0.770 -6.099 -2.316
C -0.210 -7.235 -1.628
C 0.511 -8.283 -2.461
C -1.914 -6.504 -3.151
C -2.915 -5.405 -3.387
H 1.976 -4.146 -2.742
H 1.609 -5.218 -1.394
H 0.614 -3.807 -1.582
H -0.312 -4.658 -3.743
H 0.852 -6.011 -3.650
H 0.474 -6.916 -0.837
H -1.009 -7.738 -1.074
H 1.437 -7.900 -2.892
H 0.807 -9.100 -1.791
H -0.059 -8.768 -3.254
H -2.462 -7.270 -2.585
H -1.555 -7.028 -4.054
H -3.895 -5.801 -3.671
H -2.666 -4.712 -4.197
H -3.076 -4.815 -2.486
C -1.138 -2.122 5.974
C 0.224 -2.745 5.885
N 1.297 -1.835 6.269
C 1.197 -0.471 5.771
C 1.235 -0.399 4.238
C 2.594 -2.399 5.982
C 3.763 -1.633 6.614
H -1.206 -1.535 6.893
H -1.910 -2.890 6.035
H -1.374 -1.475 5.129
H 0.309 -3.608 6.552
H 0.388 -3.153 4.863
H 0.257 -0.046 6.121
H 2.009 0.072 6.244
H 2.224 -0.664 3.849
H 0.411 -0.954 3.802
H 1.183 0.648 3.894
H 2.754 -2.506 4.895
H 2.653 -3.408 6.409
H 3.599 -1.381 7.662
H 3.908 -0.689 6.075
H 4.693 -2.196 6.549
C 7.209 5.899 0.778
C 6.089 6.244 -0.191
N 5.309 5.057 -0.548
C 4.661 5.251 -1.842
C 5.590 5.065 -3.019
C 4.319 4.770 0.506
C 3.670 3.390 0.390
H 7.782 6.807 0.998
H 7.879 5.154 0.356
H 6.857 5.544 1.746
H 5.465 7.001 0.315
H 6.536 6.596 -1.116
H 4.288 6.294 -1.879
H 3.832 4.558 -1.969
H 6.330 5.853 -3.139
H 4.972 5.111 -3.925
H 6.025 4.068 -3.007
H 4.796 4.805 1.480
H 3.534 5.553 0.420
H 2.987 3.269 -0.464
H 4.376 2.578 0.199
H 3.054 3.286 1.290
C -0.424 3.881 5.562
C -0.273 3.576 4.059
N -1.346 4.058 3.211
C -2.619 3.440 3.506
C -3.562 3.472 2.330
C -1.435 5.486 3.069
C -0.122 6.161 2.778
H -1.390 3.574 5.965
H -0.242 4.938 5.762
H 0.314 3.316 6.146
H 0.680 4.012 3.740
H -0.143 2.508 3.863
H -2.439 2.400 3.760
H -3.099 3.980 4.343
H -4.543 3.099 2.626
H -3.684 4.477 1.932
H -3.192 2.824 1.534
H -1.879 5.979 3.964
H -2.116 5.740 2.257
H 0.385 5.644 1.961
H 0.541 6.057 3.641
H -0.293 7.212 2.579
C -8.149 -1.880 1.326
C -7.298 -2.159 2.550
N -6.035 -1.462 2.479
C -5.350 -1.391 3.727
C -6.208 -0.775 4.832
C -5.176 -2.029 1.456
C -4.209 -1.057 0.810
H -8.015 -0.838 1.027
H -9.217 -2.028 1.477
H -7.850 -2.486 0.466
H -7.881 -1.795 3.399
H -7.135 -3.235 2.752
H -4.987 -2.388 4.056
H -4.455 -0.786 3.582
H -6.746 -1.495 5.447
H -5.608 -0.164 5.504
H -6.958 -0.127 4.372
H -5.796 -2.452 0.665
H -4.645 -2.906 1.881
H -3.426 -1.621 0.290
H -3.671 -0.348 1.443
H -4.777 -0.495 0.067
C 2.547 -0.911 -6.867
O 3.442 -1.145 -7.631
N 2.244 -1.656 -5.790
C 1.167 -1.327 -4.916
C 2.985 -2.860 -5.505
H 1.891 -0.042 -7.002
H 1.480 -1.200 -3.873
H 0.411 -2.116 -4.936
H 0.766 -0.365 -5.210
H 3.751 -2.689 -4.738
H 2.295 -3.629 -5.155
H 3.496 -3.174 -6.411
C 0.594 1.398 -1.113
O 0.799 0.716 -2.112
N 0.417 0.919 0.130
C 0.215 1.841 1.211
C 0.369 -0.499 0.432
H 0.495 2.495 -1.152
H -0.700 1.587 1.764
H 0.121 2.853 0.834
H 1.009 1.775 1.964
H 0.791 -1.181 -0.301
H 0.809 -0.739 1.400
H -0.711 -0.726 0.443
C 6.040 3.157 4.297
O 7.007 3.901 4.326
N 4.741 3.564 4.332
C 3.690 2.627 4.619
C 4.389 4.972 4.426
H 6.155 2.067 4.180
H 2.999 2.672 3.773
H 3.174 2.907 5.543
H 4.090 1.636 4.787
H 3.609 5.160 3.681
H 4.006 5.210 5.428
H 5.251 5.609 4.264
```

Summary:
Max |F|, eV/Å: 1.9
ΔE to the lowest compared entry with this formula, charge and spin, kJ/mol: 179.97
HOMO level, eV: -7.957
Kohn-Sham gap, Ha: 0.3073
Lowest unoccupied orbital energy, eV: 0.406
Energy, Eh: -3668.9763

[2]
ORCA calculation (ωB97M-V with the def2-TZVPD basis set) on a gas-phase ion, C3H9NOP (charge +1).

Structure (XYZ):
```
15
C3H9NOP (ωB97M-V with the def2-TZVPD basis set)
C -0.326 -0.511 -0.925
C 1.482 -0.230 0.660
C 0.477 1.664 -0.320
N 0.579 0.409 -0.277
O -2.111 0.543 0.897
P -1.708 -0.722 0.236
H -0.912 -0.194 -1.806
H 0.267 -1.308 -1.271
H 2.315 0.515 0.861
H 1.957 -1.134 0.347
H 1.035 -0.375 1.546
H 1.162 2.322 0.352
H -0.300 2.265 -0.939
H -2.832 -1.391 -0.195
H -1.085 -1.852 0.835
```

Summary:
Max |F|, eV/Å: 4.6
ΔE to the lowest compared entry with this formula, charge and spin, kJ/mol: 127.14
HOMO level, eV: -14.922
Kohn-Sham gap, Ha: 0.3631
Lowest unoccupied orbital energy, eV: -5.041
Charge: +1
Energy, Eh: -590.7301

[3]
ORCA calculation (ωB97M-V with the def2-TZVPD basis set) on 2 unconnected molecules or ions with the total composition C10H16.

Structure (XYZ):
```
26
C10H16 (ωB97M-V with the def2-TZVPD basis set)
C -0.560 1.807 1.249
C 1.028 1.758 -0.719
C 0.776 1.524 0.627
C 2.152 1.148 -1.282
C 1.715 0.813 1.376
C 2.959 0.285 -0.568
C 2.821 0.197 0.819
H 0.436 2.454 -1.298
H 2.207 1.138 -2.366
H -1.263 2.384 0.646
H -0.532 2.453 2.137
H 1.473 0.765 2.437
H 3.832 -0.152 -1.036
H 3.581 -0.299 1.404
H -0.991 0.857 1.531
C -2.413 -1.444 -0.548
C -1.734 -1.710 0.788
C -1.380 -1.477 -1.681
H -3.020 -0.539 -0.574
H -3.136 -2.255 -0.715
H -1.139 -0.834 1.025
H -2.460 -1.719 1.614
H -0.459 -1.085 -1.283
H -1.680 -0.947 -2.580
H -1.185 -2.640 0.914
H -1.026 -2.484 -1.918
```

Summary:
Max |F|, eV/Å: 1.7
ΔE to the lowest compared entry with this formula, charge and spin, kJ/mol: 73.09
HOMO level, eV: -9.010
Kohn-Sham gap, Ha: 0.3698
Lowest unoccupied orbital energy, eV: 1.052
Energy, Eh: -390.6080

[4]
ORCA calculation (ωB97M-V with the def2-TZVPD basis set) on C5H12P2S in the gas phase.

Structure (XYZ):
```
20
C5H12P2S (ωB97M-V with the def2-TZVPD basis set)
C -1.657 -0.231 0.577
C -0.712 0.522 1.500
C -1.426 0.118 -0.905
C 1.655 1.837 0.812
C 0.683 -2.209 -1.201
P 1.016 0.082 1.044
P 0.417 -0.351 -1.081
S 1.556 0.540 -2.620
H -1.184 -1.337 0.646
H -2.616 -0.096 0.985
H -1.031 1.630 1.532
H -0.720 0.006 2.501
H -1.978 -0.512 -1.526
H -1.469 1.187 -1.202
H 2.839 1.995 0.724
H 1.201 2.270 1.705
H 1.172 2.330 -0.061
H 1.119 -2.610 -2.057
H 1.386 -2.366 -0.453
H -0.252 -2.807 -0.923
```

Summary:
Max |F|, eV/Å: 3.7
ΔE to the lowest compared entry with this formula, charge and spin, kJ/mol: 33.84
HOMO level, eV: -7.969
Kohn-Sham gap, Ha: 0.3198
Lowest unoccupied orbital energy, eV: 0.732
Energy, Eh: -1278.5745

[5]
ORCA calculation (ωB97M-V with the def2-TZVPD basis set) on C7H10O in the gas phase.

Structure (XYZ):
```
18
C7H10O (ωB97M-V with the def2-TZVPD basis set)
C 0.966 1.491 -0.153
C -1.271 0.827 -0.206
C -1.865 -0.381 0.525
C -0.910 -0.601 -0.677
C 0.479 -0.953 -0.470
C 1.093 -0.946 0.844
C 1.455 0.071 -0.165
H 1.010 1.822 -1.215
H 1.649 2.127 0.390
H -1.915 1.441 -0.766
H -2.924 -0.513 0.347
H -1.508 -0.642 1.510
H -1.479 -1.044 -1.485
H 0.857 -1.761 -1.100
H 0.410 -0.648 1.719
H 1.800 -1.748 1.000
H 2.424 -0.084 -0.631
O -0.270 1.542 0.534
```

Summary:
Max |F|, eV/Å: 3.3
ΔE to the lowest compared entry with this formula, charge and spin, kJ/mol: 247.62
HOMO level, eV: -9.106
Kohn-Sham gap, Ha: 0.3757
Lowest unoccupied orbital energy, eV: 1.119
Energy, Eh: -347.8689

[6]
ORCA calculation (ωB97M-V with the def2-TZVPD basis set) on a molecular structure, C19H18ClCoN6O7S.

Structure (XYZ):
```
53
C19H18ClCoN6O7S (ωB97M-V with the def2-TZVPD basis set)
Co -1.003 2.943 0.130
Cl -1.811 2.901 2.198
N -1.881 4.561 -0.737
C -2.414 5.565 -0.940
C -3.066 6.803 -1.177
C -2.744 7.535 -2.326
N -2.479 8.136 -3.272
C -4.017 7.264 -0.260
N -4.800 7.643 0.494
O 4.516 0.931 0.177
C 3.443 0.393 0.775
C 3.586 -0.862 1.375
C 2.513 -1.449 2.014
C 1.277 -0.806 2.069
C 1.134 0.423 1.454
C 2.195 1.037 0.791
C 2.037 2.350 0.102
O 3.034 2.957 -0.284
O 0.839 2.754 -0.118
H 4.220 1.815 -0.171
H 4.551 -1.342 1.337
H 2.648 -2.409 2.497
H 0.457 -1.242 2.624
H 0.194 0.955 1.527
C 0.880 -4.228 2.547
C 1.496 -4.355 1.168
S 0.353 -4.253 -0.179
O -0.826 -5.026 0.126
O 1.090 -4.505 -1.387
C -0.140 -2.545 -0.181
C -1.231 -2.314 -1.223
N -1.324 -0.875 -1.486
C -1.646 0.035 -0.547
N -1.456 1.268 -0.985
C -1.024 1.174 -2.278
C -0.951 -0.144 -2.601
N -0.589 -0.674 -3.888
O -0.168 0.134 -4.683
O -0.740 -1.859 -4.093
C -2.138 -0.307 0.809
H 1.621 -4.507 3.294
H 0.018 -4.885 2.650
H 0.571 -3.205 2.758
H 1.962 -5.329 1.010
H 2.254 -3.596 0.973
H 0.739 -1.949 -0.426
H -0.462 -2.307 0.829
H -2.206 -2.685 -0.909
H -0.968 -2.797 -2.162
H -0.767 2.020 -2.890
H -2.824 -1.151 0.773
H -2.642 0.562 1.231
H -1.309 -0.553 1.470
```

Summary:
Max |F|, eV/Å: 1.0
HOMO level (spin up / spin down), eV: -8.739 / -8.737
Kohn-Sham gap (spin up / spin down), Ha: 0.2854 / 0.1367
Lowest unoccupied orbital energy (spin up / spin down), eV: -0.973 / -5.016
2S+1: 5
Energy, Eh: -3831.0948

[7]
ORCA calculation (ωB97M-V with the def2-TZVPD basis set) on a molecular structure, C15H19N3O6PSSe4Zr.

Structure (XYZ):
```
50
C15H19N3O6PSSe4Zr (ωB97M-V with the def2-TZVPD basis set)
Zr -0.377 0.304 0.293
O -0.525 4.440 0.167
C -0.069 3.315 0.336
N 0.015 2.305 -0.543
C -0.635 2.571 -1.814
C -0.308 1.434 -2.729
C -0.204 1.544 -4.102
C 0.089 0.409 -4.847
C 0.290 -0.792 -4.194
C 0.172 -0.823 -2.815
N -0.144 0.257 -2.101
C 0.495 2.922 1.682
C 0.604 3.852 2.696
C 1.119 3.427 3.910
C 1.473 2.096 4.069
C 1.273 1.213 3.022
N 0.798 1.628 1.843
H -0.350 3.546 -2.213
H -1.727 2.615 -1.683
H -0.343 2.508 -4.572
H 0.184 0.473 -5.923
H 0.577 -1.689 -4.723
H 0.340 -1.736 -2.261
H 0.280 4.864 2.504
H 1.229 4.123 4.733
H 1.870 1.724 5.002
H 1.474 0.153 3.133
Se 2.674 -0.218 -0.193
Se 3.384 -1.358 -2.054
Se 1.920 -2.505 3.086
Se 1.325 -1.723 0.996
C -1.841 -3.231 1.642
P -2.084 -2.729 -0.059
C -3.834 -2.747 -0.430
C -1.300 -3.984 -1.077
O -1.484 -1.382 -0.438
H -2.688 -3.835 1.968
H -1.773 -2.337 2.260
H -0.913 -3.794 1.745
H -4.261 -3.715 -0.167
H -3.986 -2.555 -1.492
H -4.292 -1.955 0.163
H -1.722 -4.968 -0.869
H -0.233 -3.989 -0.845
H -1.438 -3.741 -2.131
O -3.667 -0.472 1.685
S -2.627 0.495 1.966
O -1.296 -0.226 2.198
O -2.219 1.224 0.660
O -2.907 1.444 3.000
```

Summary:
Max |F|, eV/Å: 0.8
ΔE to the lowest compared entry with this formula, charge and spin, kJ/mol: 109.12
HOMO level, eV: -4.037
Kohn-Sham gap, Ha: 0.2332
Lowest unoccupied orbital energy, eV: 2.309
Charge: -1
Energy, Eh: -11591.4542

[8]
ORCA calculation (ωB97M-V with the def2-TZVPD basis set) on a molecular structure, C6H18N2Si2.

Structure (XYZ):
```
28
C6H18N2Si2 (ωB97M-V with the def2-TZVPD basis set)
C -3.353 0.893 -0.809
C -3.239 -0.829 1.049
C 3.427 -0.715 0.478
C 3.214 1.673 -0.300
C -2.636 -0.337 -0.262
C 2.834 0.155 -0.664
N -1.132 -0.141 -0.248
N 1.371 -0.060 -0.552
Si 0.158 -1.219 -0.718
Si -0.361 1.333 0.205
H -3.858 0.502 -1.692
H -4.074 1.214 -0.022
H -2.771 1.842 -0.988
H -3.266 -0.002 1.799
H -2.832 -1.698 1.489
H -4.346 -1.022 1.079
H 4.380 -1.210 0.213
H 3.847 -0.166 1.307
H 2.642 -1.389 0.752
H 4.308 1.749 -0.363
H 2.683 1.961 0.642
H 2.832 2.470 -0.924
H -2.880 -1.212 -0.965
H 3.208 -0.086 -1.593
H 0.011 -2.580 -0.037
H -0.125 -1.412 -2.030
H -0.267 2.710 -0.226
H -0.265 1.523 1.719
```

Summary:
Max |F|, eV/Å: 5.1
ΔE to the lowest compared entry with this formula, charge and spin, kJ/mol: 260.93
HOMO level, eV: -8.147
Kohn-Sham gap, Ha: 0.3060
Lowest unoccupied orbital energy, eV: 0.178
Energy, Eh: -927.8265

What is the formula in the third record?
C10H16

The lowest max |F| belongs to which entry?
C15H19N3O6PSSe4Zr